Computed, not measured: a 8-piece molecular cluster, C5H28NO7 overall in a non-equilibrium geometry, with ωB97M-V/def2-TZVPD.

Geometry as ORCA input:
```
! wB97M-V def2-TZVPD RIJCOSX def2/J DEFGRID3
* xyz 1 1
N 0.92099 0.11724 -1.38275
H 1.60179 0.09664 -2.17803
H 0.97144 -0.81420 -0.95389
H -0.04582 0.23768 -1.74287
H 1.15545 0.88445 -0.72171
C -0.82558 -3.13866 -1.08998
O 0.23119 -2.57186 -0.32626
H -0.95833 -2.54832 -1.99756
H -0.57118 -4.14607 -1.43416
H -1.73984 -3.19601 -0.49213
H 0.57597 -3.22600 0.28514
C 2.49158 2.60645 0.86446
O 1.29358 2.35927 0.13385
H 2.71657 3.66010 1.03815
H 2.33829 2.15772 1.84747
H 3.39468 2.20985 0.40557
H 0.66399 3.07150 0.27318
C -2.16538 -0.51306 1.64167
C -2.66479 0.91488 1.82033
C -3.30906 1.56138 0.59925
O -3.58553 0.97725 2.90729
H -2.96273 -1.25748 1.69902
H -1.56743 -0.77127 2.52557
H -1.50413 -0.64396 0.78349
H -1.76795 1.48405 2.10758
H -4.16968 0.96423 0.30256
H -2.57803 1.67506 -0.20239
H -3.59715 2.59256 0.80281
H -3.07829 0.97581 3.72391
O 2.70705 0.02742 -3.52060
H 3.56423 -0.01811 -3.06865
H 2.81515 -0.51660 -4.31086
O 1.76035 -0.67821 1.76983
H 1.31281 -0.46266 2.59778
H 1.92486 -1.62728 1.82005
O -1.75048 0.34257 -2.26725
H -2.30831 -0.44115 -2.17474
H -2.34928 1.03476 -2.57541
O 3.75165 -0.96167 -0.18872
H 3.30530 -0.57083 0.58319
H 4.00200 -1.84743 0.09585
*
```

- strongest force on any atom (eV/A) = 1.31
- relative energy (zero: lowest compared OMol25 entry of this formula, charge and spin) (kcal/mol) = 22.57
- HOMO-LUMO gap (Eh) = 0.368
- HOMO level (eV) = -12.66